# 1
Molecular formula: CAgNO4S2
Method: DFT, ωB97M-V with the def2-TZVPD basis set

LUMO (spin up / spin down) (eV): -6.16 / -7.55
HOMO (spin up / spin down) (eV): -14.153 / -14.096
Net charge: +1
⟨S²⟩: 0.81
Multiplicity: 2
Relative energy (zero: lowest compared OMol25 entry of this formula, charge and spin) (kJ/mol): 0.0
Kohn-Sham gap (spin up / spin down) (eV): 7.99 / 6.55

CARTESIAN COORDINATES (ANGSTROEM)
N1 1.86 1.14 0.03
C1 -2.66 -0.19 -0.73
O1 -1.98 -1.11 -0.44
O2 1.30 -1.38 -0.34
O3 -3.33 0.58 -1.26
Ag1 -0.30 -1.39 0.76
S1 0.70 1.64 0.97
S2 2.26 -0.21 -0.67
O4 -0.41 0.54 1.17

# 2
Molecular formula: CBeS3Te4
Method: DFT, ωB97M-V with the def2-TZVPD basis set

LUMO (eV): 4.31
HOMO (eV): -0.663
Net charge: -2
Multiplicity: 1
Relative energy (zero: lowest compared OMol25 entry of this formula, charge and spin) (kJ/mol): 101.9
Kohn-Sham gap (eV): 4.97

CARTESIAN COORDINATES (ANGSTROEM)
Te1 -3.79 1.47 1.44
S1 2.05 0.86 0.69
Te2 -1.07 1.59 1.48
Be1 0.05 0.03 -0.04
S2 4.42 -0.71 -0.38
Te3 -1.74 -1.21 -1.18
C1 2.78 -0.36 -0.33
S3 1.56 -1.19 -1.26
Te4 -4.26 -0.50 -0.43

# 3
Molecular formula: CBr3ClS
Method: DFT, ωB97M-V with the def2-TZVPD basis set

LUMO (spin up / spin down) (eV): -1.74 / -1.74
HOMO (spin up / spin down) (eV): -9.151 / -9.151
Net charge: 0
Multiplicity: 1
Relative energy (zero: lowest compared OMol25 entry of this formula, charge and spin) (kJ/mol): 71.9
Kohn-Sham gap (spin up / spin down) (eV): 7.41 / 7.41

CARTESIAN COORDINATES (ANGSTROEM)
C1 0.68 0.05 -0.40
S1 -1.34 0.73 0.76
Cl1 -2.53 -0.74 1.51
Br1 1.59 1.51 0.29
Br2 1.24 -1.65 0.19
Br3 0.36 0.11 -2.34

# 4
Molecular formula: CBrCl2O3S
Method: DFT, ωB97M-V with the def2-TZVPD basis set

LUMO (eV): 3.12
HOMO (eV): -5.259
Net charge: -1
Multiplicity: 1
Relative energy (zero: lowest compared OMol25 entry of this formula, charge and spin) (kJ/mol): 0.0
Kohn-Sham gap (eV): 8.37

CARTESIAN COORDINATES (ANGSTROEM)
O1 2.63 0.23 0.74
S1 1.46 0.71 0.02
Br1 -1.43 1.56 0.15
O2 0.21 -0.60 0.63
O3 1.62 0.46 -1.41
Cl1 -2.30 -1.14 1.22
Cl2 -1.23 -0.84 -1.51
C1 -0.97 -0.38 0.16

# 5
Molecular formula: CBrClF3N
Method: DFT, ωB97M-V with the def2-TZVPD basis set

LUMO (eV): -3.29
HOMO (eV): -10.977
Net charge: 0
Multiplicity: 1
Relative energy (zero: lowest compared OMol25 entry of this formula, charge and spin) (kJ/mol): 126.4
Kohn-Sham gap (eV): 7.69

CARTESIAN COORDINATES (ANGSTROEM)
N1 0.44 0.93 0.47
F1 0.09 -1.38 0.19
F2 1.17 -0.30 -1.24
Cl1 -2.60 2.53 0.81
C1 0.13 -0.14 -0.40
F3 -1.06 -0.01 -0.94
Br1 -0.78 1.19 1.71

# 6
Molecular formula: CBrClNO5S
Method: DFT, ωB97M-V with the def2-TZVPD basis set

LUMO (eV): 3.26
HOMO (eV): -4.426
Net charge: -1
Multiplicity: 1
Relative energy (zero: lowest compared OMol25 entry of this formula, charge and spin) (kJ/mol): 330.8
Kohn-Sham gap (eV): 7.68

CARTESIAN COORDINATES (ANGSTROEM)
O1 2.16 1.72 0.34
O2 -0.29 -1.28 -1.74
O3 0.89 1.17 -1.23
C1 -1.02 0.49 0.35
S1 -0.34 -0.98 -0.31
N1 1.44 0.92 -0.24
O4 1.28 -0.25 0.25
Cl1 -0.80 0.44 2.09
Br1 -2.85 -0.12 -0.02
O5 -0.46 -2.11 0.51

no.,calculated total energy (eV)
1,-36376.3279
2,-63121.5247
3,-234519.7249
4,-113103.7850
5,-93241.0265
6,-106159.7995